(i)
Here is the ion C5H13N2 with charge +1 from OMol25. Energies are from wB97M-V/def2-TZVPD.

Values from the calculation:
Net charge = +1
HOMO = -14.04 eV
Spin multiplicity = 1
LUMO energy = -2.9 eV
Structure (SMILES) = C=C[C@H](N)[NH+](C)C

Each line ends with the Löwdin charge.
Atoms and positions in Å:
C: -1.968 1.245 0.038  0.0688
C: -0.618 1.487 0.177  -0.0788
C: 0.310 0.294 0.879  -0.3033
N: 1.435 0.963 1.342  0.0882
N: 0.637 -0.714 -0.220  -0.1445
C: 0.006 -1.978 0.088  -0.0181
C: 0.198 -0.259 -1.581  0.0172
H: -2.440 2.232 -0.125  0.0899
H: -2.408 0.300 0.058  0.0505
H: -0.189 2.442 0.219  0.0828
H: -0.160 -0.271 1.620  0.1205
H: 2.210 0.439 1.732  0.1146
H: 1.589 1.900 1.038  0.0881
H: 1.619 -0.675 -0.268  0.1535
H: -0.922 -1.704 0.611  0.1042
H: -0.214 -2.638 -0.795  0.1290
H: 0.578 -2.661 0.787  0.1356
H: -0.812 -0.514 -1.709  0.0873
H: 0.347 0.837 -1.574  0.1095
H: 0.802 -0.725 -2.317  0.1049

---

(ii)
Here is a cluster of 2 separate species, C5H13N2 in total from OMol25. Energies are from wB97M-V/def2-TZVPD.

Values from the calculation:
Net charge = +1
HOMO = -12.96 eV
Spin multiplicity = 1
LUMO energy = -5.1 eV

Each line ends with the Löwdin charge.
Atoms and positions in Å:
C: 0.604 2.106 0.962  0.0949
C: -0.415 1.759 0.128  -0.1221
C: 0.871 -0.973 1.468  -0.1764
C: -0.552 -1.828 -0.385  -0.1114
C: -0.210 1.212 -1.242  -0.0614
N: -1.097 0.774 -2.093  0.2057
N: 0.684 -1.125 0.051  -0.1864
H: 0.322 2.476 2.029  0.1412
H: 1.553 1.943 0.513  0.0715
H: -1.416 1.885 0.448  0.0953
H: 1.177 -1.837 2.032  0.0820
H: 1.667 -0.280 1.796  0.0858
H: 0.022 -0.727 2.037  0.0618
H: -0.503 -2.923 -0.568  0.0908
H: -1.186 -1.668 0.600  0.1205
H: -1.019 -1.337 -1.239  0.0308
H: 0.792 0.932 -1.296  0.1043
H: -0.741 0.251 -2.875  0.1467
H: -2.051 1.117 -2.032  0.1608
H: 1.499 -1.758 -0.334  0.1654

---

(iii)
Here is the ion C5H13N2 with charge +1 from OMol25. Energies are from wB97M-V/def2-TZVPD.

Values from the calculation:
Net charge = +1
HOMO = -12.67 eV
Spin multiplicity = 1
LUMO energy = -3.7 eV
Structure (SMILES) = C[C@@H](N)C/C=C/[NH3+]

Each line ends with the Löwdin charge.
Atoms and positions in Å:
C: 0.765 -2.570 -0.058  -0.0684
C: 0.061 -1.270 0.316  -0.5361
N: -0.139 -1.006 1.682  0.0746
C: 0.837 -0.196 -0.281  -0.1938
C: 0.203 1.181 -0.001  -0.0805
C: -0.808 1.553 -0.696  -0.0954
N: -1.252 3.030 -0.767  0.2068
H: 1.682 -2.810 0.673  0.1342
H: 0.233 -3.506 -0.144  0.0658
H: 1.171 -2.665 -1.059  0.0687
H: -0.818 -1.280 -0.333  0.1367
H: -0.517 -1.720 2.328  0.1207
H: 0.705 -0.708 2.045  0.0516
H: 1.870 -0.189 0.113  0.1375
H: 0.934 -0.214 -1.407  0.1480
H: 0.517 1.616 1.018  0.1621
H: -1.475 0.768 -1.036  0.1387
H: -1.137 3.510 0.138  0.1719
H: -0.582 3.410 -1.456  0.1747
H: -2.248 3.066 -1.075  0.1819

---

(iv)
Here is a cluster of 2 separate species, C5H13N2 in total from OMol25. Energies are from wB97M-V/def2-TZVPD.

Values from the calculation:
Net charge = +1
HOMO (alpha / beta) = -11.65 / -11.65 eV
Spin multiplicity = 1
LUMO energy (alpha / beta) = -3.2 / -3.2 eV

Each line ends with the Löwdin charge.
Atoms and positions in Å:
C: -1.286 0.547 0.194  -0.0437
C: -1.023 1.960 0.519  -0.0023
C: 1.681 -0.399 1.297  -0.0922
C: -2.365 -1.406 -0.771  -0.0678
C: 0.944 -0.507 -0.111  -0.2205
N: -2.128 -0.292 0.057  0.0583
N: 1.843 0.266 -1.053  0.1229
H: -0.081 1.964 0.894  0.0264
H: -1.659 2.357 1.351  0.1362
H: -0.942 2.508 -0.338  0.0682
H: 2.045 0.565 1.560  0.0572
H: 1.051 -0.860 1.975  0.0458
H: 2.599 -1.018 1.145  0.0851
H: -1.555 -2.189 -0.761  0.1086
H: -2.833 -1.101 -1.682  0.0967
H: -3.152 -1.885 -0.215  0.0844
H: 0.734 -1.557 -0.393  0.0833
H: 1.527 0.009 -1.983  0.1534
H: 2.890 -0.103 -0.986  0.2124
H: 1.709 1.141 -0.698  0.0875

---

Which of them is most stable, and which least? Most stable: (i); least stable: (iv).

---

(i)
Here is a cluster of 2 separate species, C3H11N3 in total from OMol25. Energies are from wB97M-V/def2-TZVPD.

Values from the calculation:
HOMO = -8.21 eV
Spin multiplicity = 1
LUMO energy = 1.1 eV
Structure (SMILES) = [H]/N=C/N.CNC

Each line ends with the Löwdin charge.
Atoms and positions in Å:
H: 2.338 -1.732 -4.044  0.0281
N: 1.872 -2.393 -3.439  0.0466
C: 2.591 -3.198 -2.792  -0.4007
N: 2.033 -4.129 -1.921  0.0652
H: 3.638 -3.422 -3.006  0.1099
H: 2.742 -4.754 -1.638  0.0629
H: 1.037 -4.069 -1.829  0.0881
C: -2.139 3.438 1.398  -0.1617
N: -1.610 2.089 1.355  -0.2083
C: -0.966 1.498 2.542  -0.1300
H: -2.588 3.679 0.438  0.0678
H: -1.303 4.109 1.589  0.0746
H: -2.992 3.561 2.089  0.0708
H: -2.235 1.430 0.927  0.0819
H: 0.052 1.230 2.232  0.0653
H: -1.095 2.168 3.388  0.0716
H: -1.376 0.494 2.712  0.0680

---

(ii)
Here is an isolated molecule of C3H11N3 from OMol25. Energies are from wB97M-V/def2-TZVPD.

Values from the calculation:
HOMO = -8.91 eV
Spin multiplicity = 1
LUMO energy = 1.0 eV
Structure (SMILES) = NCC(N)CN

Each line ends with the Löwdin charge.
Atoms and positions in Å:
N: 2.087 -0.296 -0.640  0.0067
C: 1.246 -0.257 0.592  -0.2547
C: -0.148 0.289 0.441  -0.4179
N: -0.191 1.560 -0.294  0.0170
C: -1.150 -0.709 -0.207  -0.3099
N: -2.474 -0.243 -0.280  -0.0290
H: 1.867 -1.084 -1.193  0.0417
H: 3.097 -0.303 -0.472  0.0703
H: 1.118 -1.265 1.025  0.1088
H: 1.776 0.344 1.306  0.0986
H: -0.527 0.464 1.490  0.1482
H: 0.413 2.249 0.260  0.1036
H: 0.364 1.429 -1.135  0.0556
H: -0.914 -0.955 -1.264  0.1189
H: -1.139 -1.669 0.218  0.0912
H: -2.968 -0.317 0.641  0.0875
H: -2.459 0.763 -0.488  0.0635

---

(iii)
Here is a cluster of 2 separate species, C3H11N3 in total from OMol25. Energies are from wB97M-V/def2-TZVPD.

Values from the calculation:
HOMO = -8.99 eV
Spin multiplicity = 1
LUMO energy = 1.0 eV
Structure (SMILES) = [H]/N=C/N.CNC

Each line ends with the Löwdin charge.
Atoms and positions in Å:
H: 0.427 -3.549 -2.655  0.0327
N: 0.025 -2.642 -2.882  0.0523
C: -0.107 -1.975 -1.810  -0.3942
N: -0.923 -0.866 -1.710  0.0574
H: 0.529 -2.136 -0.936  0.1034
H: -1.299 -0.831 -0.770  0.0719
H: -1.668 -0.816 -2.392  0.0905
C: 1.030 0.299 1.475  -0.1562
N: -0.213 0.954 1.096  -0.1906
C: -0.363 2.392 1.399  -0.1231
H: 1.964 0.797 1.218  0.0742
H: 1.046 -0.655 0.938  0.0524
H: 0.994 -0.025 2.515  0.0735
H: -0.261 0.847 0.090  0.0494
H: -1.180 2.504 2.109  0.0639
H: 0.561 2.772 1.842  0.0698
H: -0.564 2.927 0.473  0.0727

---

Which of them is most stable, and which least? Most stable: (ii); least stable: (i).

---

(i)
Here is an isolated molecule of C3H11N3 from OMol25. Energies are from wB97M-V/def2-TZVPD.

Values from the calculation:
HOMO = -8.65 eV
Spin multiplicity = 1
LUMO energy = 1.1 eV
Structure (SMILES) = NCCNCN

Each line ends with the Löwdin charge.
Atoms and positions in Å:
N: -1.732 -1.657 0.905  -0.0371
C: -1.533 -0.312 0.285  -0.2928
C: -0.394 0.471 0.842  -0.2812
N: 1.007 0.211 0.475  -0.0407
C: 1.157 0.634 -1.001  -0.3618
N: 2.186 -0.045 -1.560  -0.0046
H: -1.641 -1.587 1.888  0.0210
H: -2.598 -2.223 0.986  0.0745
H: -1.529 -0.574 -0.756  0.0892
H: -2.511 0.226 0.448  0.1160
H: -0.428 0.288 1.971  0.1325
H: -0.660 1.526 0.521  0.1198
H: 1.444 1.010 0.867  0.0624
H: 0.290 0.828 -1.684  0.1341
H: 1.615 1.628 -0.858  0.1049
H: 3.105 0.339 -1.144  0.1304
H: 2.222 -0.761 -2.187  0.0336

---

(ii)
Here is a cluster of 2 separate species, C3H11N3 in total from OMol25. Energies are from wB97M-V/def2-TZVPD.

Values from the calculation:
HOMO = -8.40 eV
Spin multiplicity = 1
LUMO energy = 1.0 eV
Structure (SMILES) = C=NC.NCN

Each line ends with the Löwdin charge.
Atoms and positions in Å:
C: -2.062 1.466 -0.974  -0.0626
N: -1.214 0.979 -0.171  -0.1090
C: -0.342 1.886 0.543  -0.1656
H: -2.813 0.741 -1.320  0.0745
H: -2.078 2.569 -1.086  0.0841
H: 0.421 2.319 -0.106  0.0936
H: -0.931 2.739 0.925  0.0826
H: 0.062 1.407 1.426  0.0604
N: 1.481 -0.543 0.589  -0.0171
C: 1.515 -1.764 -0.242  -0.3404
N: 0.208 -2.414 -0.380  -0.0052
H: 1.447 -0.791 1.578  0.0570
H: 0.649 0.022 0.548  -0.0313
H: 2.174 -2.506 0.193  0.0983
H: 1.896 -1.398 -1.186  0.0897
H: 0.038 -2.938 0.453  0.0482
H: -0.452 -1.775 -0.790  0.0428

---

(iii)
Here is a cluster of 2 separate species, C3H11N3 in total from OMol25. Energies are from wB97M-V/def2-TZVPD.

Values from the calculation:
HOMO = -8.33 eV
Spin multiplicity = 1
LUMO energy = 0.7 eV
Structure (SMILES) = [H]/N=C/N.CNC

Each line ends with the Löwdin charge.
Atoms and positions in Å:
H: -0.977 -3.738 0.769  0.0120
N: -0.364 -3.373 0.053  0.0227
C: -0.200 -2.129 0.320  -0.4444
N: 0.647 -1.161 -0.101  0.0494
H: -1.011 -1.748 0.984  0.1032
H: 0.575 -0.096 -0.003  0.0319
H: 1.581 -1.547 -0.174  0.0824
C: 1.151 2.285 -0.137  -0.1278
N: 0.010 1.370 -0.259  -0.2178
C: -1.256 2.090 0.080  -0.0969
H: 0.975 2.981 0.704  0.0836
H: 1.297 2.869 -1.053  0.0844
H: 2.059 1.743 0.150  0.0774
H: 0.002 1.200 -1.270  0.1111
H: -1.202 3.173 -0.034  0.0716
H: -2.087 1.717 -0.522  0.0798
H: -1.452 1.851 1.121  0.0773

---

(iv)
Here is a cluster of 2 separate species, C3H11N3 in total from OMol25. Energies are from wB97M-V/def2-TZVPD.

Values from the calculation:
HOMO = -8.69 eV
Spin multiplicity = 1
LUMO energy = 0.8 eV
Structure (SMILES) = C=NC.NCN

Each line ends with the Löwdin charge.
Atoms and positions in Å:
C: 2.588 1.276 -1.936  -0.1020
N: 2.358 0.331 -1.090  -0.0622
C: 2.284 0.985 0.316  -0.1054
H: 2.041 1.263 -2.902  0.0697
H: 3.448 1.917 -1.812  0.0638
H: 2.900 0.373 0.923  0.0435
H: 2.751 1.848 0.217  -0.0062
H: 1.255 0.913 0.805  0.0963
N: -1.985 -0.112 -0.346  0.0035
C: -1.626 -1.250 0.453  -0.3689
N: -2.707 -1.628 1.390  -0.0426
H: -2.808 -0.392 -0.757  0.0240
H: -2.233 0.729 0.144  0.0634
H: -0.737 -0.917 1.105  0.1108
H: -1.403 -2.086 -0.201  0.0983
H: -2.678 -2.288 2.207  0.0805
H: -3.449 -0.962 1.487  0.0337

---

Which of them is most stable, and which least? Most stable: (iii); least stable: (iv).

---

(i)
Here is the ion C3H4N3 with charge +1 from OMol25. Energies are from wB97M-V/def2-TZVPD.

Values from the calculation:
Net charge = +1
HOMO = -14.45 eV
Spin multiplicity = 1
LUMO energy = -5.7 eV

Each line ends with the Löwdin charge.
Atoms and positions in Å:
C: -0.244 0.127 0.183  0.0967
C: 0.202 -0.107 -2.589  0.2632
C: 0.584 -0.283 1.413  0.0997
N: 1.021 -0.668 -2.019  0.0671
N: 1.649 -0.807 -0.907  0.0854
N: 0.923 -0.258 0.015  -0.1126
H: -0.120 0.388 -3.471  0.1250
H: 0.309 -1.096 1.991  0.1066
H: -1.268 0.194 -0.181  0.1548
H: 1.000 0.586 1.873  0.1141

---

(ii)
Here is the ion C3H4N3 with charge +1 from OMol25. Energies are from wB97M-V/def2-TZVPD.

Values from the calculation:
Net charge = +1
HOMO = -16.19 eV
Spin multiplicity = 1
LUMO energy = -6.5 eV
Structure (SMILES) = CC=[N+]=c1nn1

Each line ends with the Löwdin charge.
Atoms and positions in Å:
C: 0.301 0.041 -0.325  0.0090
C: -0.833 -0.396 0.574  0.0503
N: -1.912 -0.909 -0.027  0.2000
C: -3.014 -0.417 -0.202  -0.3253
N: -4.254 -0.031 -0.290  0.2606
N: -3.482 0.853 0.208  0.3075
H: 1.045 -0.617 -0.119  0.0675
H: 0.642 1.016 0.034  0.1184
H: 0.072 0.119 -1.379  0.1071
H: -0.729 -0.657 1.725  0.2049

---

(iii)
Here is the ion C3H4N3 with charge +1 from OMol25. Energies are from wB97M-V/def2-TZVPD.

Values from the calculation:
Net charge = +1
HOMO (alpha / beta) = -16.71 / -16.43 eV
Spin multiplicity = 1
LUMO energy (alpha / beta) = -8.1 / -8.9 eV
Structure (SMILES) = C[N+]1=C=CN=N1

Each line ends with the Löwdin charge.
Atoms and positions in Å:
C: -1.631 0.264 0.078  0.0203
N: -0.242 0.089 0.031  -0.1866
C: 0.453 -0.804 -0.575  0.3012
C: 2.023 -0.651 -0.126  0.0677
N: 1.893 0.409 0.479  0.0627
N: 0.671 0.902 0.621  0.2102
H: -1.800 1.370 -0.395  0.1848
H: -2.057 0.142 1.079  0.1225
H: -2.040 -0.453 -0.577  0.0899
H: 2.731 -1.269 -0.615  0.1273

---

(iv)
Here is a structure of composition C3H4N3 from OMol25. Energies are from wB97M-V/def2-TZVPD.

Values from the calculation:
Net charge = +1
HOMO (alpha / beta) = -15.89 / -15.55 eV
Spin multiplicity = 1
LUMO energy (alpha / beta) = -8.2 / -7.2 eV

Each line ends with the Löwdin charge.
Atoms and positions in Å:
C: -2.023 -0.111 -0.841  0.0505
C: 0.039 -0.352 -0.259  -0.0435
C: 1.468 -0.447 -0.100  0.0156
N: -0.936 -0.817 -0.968  0.1799
N: -2.115 0.532 0.241  0.0576
N: -1.014 0.920 0.689  0.1717
H: 1.718 -1.482 0.192  0.1317
H: 1.807 0.237 0.655  0.0946
H: 1.857 -0.037 -1.099  0.1597
H: -0.801 1.558 1.488  0.1820

---

Which of them is most stable, and which least? Most stable: (ii); least stable: (iii).